23
Properties=species:S:1:pos:R:3:forces:R:3 method="wB97M-V/def2-TZVPD" gap_ev=6.9 lumo_ha=-0.210 total_charge=+1 energy_ha=-500.58562
C -0.1383 -1.7435 0.1118 -3.4 -1.7 0.3
C 1.1706 -2.1297 -0.0246 -4.5 5.8 0.9
C 3.6119 0.8501 -0.2288 -5.0 0.1 2.1
C 3.1600 -0.5042 -0.0879 -2.4 3.0 -0.4
C 2.6960 1.9088 0.0506 0.5 0.4 -1.3
C 1.8159 -0.7789 0.0221 0.1 1.4 0.0
C 1.3211 1.6572 0.1772 0.1 -0.5 0.5
C 0.8416 0.3750 0.1465 1.0 -1.3 0.4
C -0.5371 -0.0277 0.3608 4.1 -5.4 -1.6
C -3.7460 0.2533 -0.6647 3.1 1.7 0.0
C -2.9441 -0.1262 0.5571 -1.5 1.6 1.8
O -1.6294 0.5305 0.5510 0.6 2.1 0.3
H -1.0794 -2.4192 0.0426 2.0 1.0 0.1
H 4.6048 0.9596 -0.3818 2.9 0.9 -0.5
H 3.8767 -1.2188 -0.1577 1.7 -2.3 -0.2
H 2.9171 2.9921 0.0061 0.6 -0.9 0.1
H 1.5127 -3.0652 -0.2745 0.9 -1.9 -0.3
H 0.5212 2.3559 0.3823 0.6 0.9 -0.2
H -3.8125 1.3341 -0.9600 0.5 -0.7 1.0
H -3.2720 -0.2095 -1.4819 -0.2 -0.9 -1.4
H -4.6924 -0.0036 -0.4164 -3.1 -1.3 0.0
H -2.6093 -1.0789 0.7857 -0.4 -2.6 -0.7
H -3.5891 0.0889 1.4847 1.7 0.7 -1.0